Entry 1:
{
  "formula": "C2H6N4S",
  "method": "ωB97M-V with the def2-TZVPD basis set",
  "de_lowest_kcal_mol": 67.3,
  "multiplicity": 1,
  "gap_ev": 9.9,
  "charge": 0,
  "e_tot_ev": -18964.126,
  "e_lumo_ev": 0.4,
  "elements": ["H", "N", "C", "N", "S", "C", "N", "N", "H", "H", "H", "H", "H"],
  "coordinates": [[-0.229997, -2.029626, 1.562503], [-0.421037, -1.252329, 2.332014], [0.295477, -0.181265, 1.899591], [1.279963, 0.228778, 0.950236], [0.962775, -0.347551, -0.686484], [-0.580401, 0.510902, -1.086394], [-1.358366, -0.118327, -2.037131], [-0.948236, 1.523513, -0.342545], [-1.794813, 2.127555, -0.490863], [0.416366, 0.486749, 2.731655], [1.082060, 1.270135, 0.952566], [-0.822524, -0.991142, -2.648889], [-2.212223, 0.047867, -2.320444]],
  "forces_ev_per_a": [[-0.9, 1.6, 1.6], [3.6, 1.4, -4.9], [-1.1, -3.3, 3.7], [-2.5, 0.4, -1.3], [0.1, 0.4, 0.6], [-3.0, 2.0, 1.6], [8.9, -5.1, -0.9], [1.1, -0.8, -1.0], [1.0, -1.6, -0.4], [-0.5, 1.0, 0.2], [0.8, -1.2, -0.5], [-2.3, 3.5, 2.5], [-5.1, 1.7, -1.3]],
  "nbo_charge": [0.317, -0.635, 0.258, -0.725, 0.368, 0.285, -0.808, -0.796, 0.379, 0.156, 0.420, 0.390, 0.391]
}

***

Entry 2:
{
  "formula": "C4H7N2",
  "method": "ωB97M-V with the def2-TZVPD basis set",
  "de_lowest_kcal_mol": 117.8,
  "multiplicity": 1,
  "gap_ev": 8.5,
  "charge": 1,
  "e_tot_ev": -7230.631,
  "e_lumo_ev": -5.5,
  "elements": ["C", "C", "C", "C", "N", "N", "H", "H", "H", "H", "H", "H", "H"],
  "coordinates": [[1.524811, -0.494147, -0.150853], [-3.441709, 0.444717, -0.220123], [3.715467, 0.704939, 0.055987], [0.362629, -1.019667, -0.135255], [2.595226, 0.098636, 0.010968], [-2.357624, -0.093697, 0.187999], [0.037206, -2.073107, -0.170537], [-4.372630, 0.277066, 0.297358], [-3.484709, 1.211142, -1.063250], [4.698432, 0.097352, 0.251594], [3.832879, 1.748495, 0.112576], [-0.689945, -0.365782, -0.233912], [-2.420028, -0.535951, 1.057446]],
  "forces_ev_per_a": [[1.3, 0.6, 0.7], [0.8, 0.8, -0.2], [1.0, -3.3, 1.1], [-2.8, 0.2, -0.8], [0.4, 0.4, -0.6], [0.0, 2.0, -2.3], [0.9, 0.4, 0.2], [-0.4, 0.0, 0.2], [0.4, -1.5, 0.8], [-2.0, 0.9, -0.7], [-0.4, 1.4, -0.2], [1.6, -0.6, 0.4], [-0.7, -1.3, 1.5]],
  "nbo_charge": [0.413, 0.044, 0.083, -0.426, -0.316, -0.658, 0.297, 0.176, 0.195, 0.241, 0.229, 0.362, 0.359]
}

***

Entry 3:
{
  "formula": "C18H32Cl16NNbO2P",
  "method": "ωB97M-V with the def2-TZVPD basis set",
  "multiplicity": 1,
  "gap_ev": 5.5,
  "charge": -1,
  "e_tot_ev": -235953.470,
  "e_lumo_ev": 1.4,
  "elements": ["C", "C", "Nb", "C", "C", "N", "C", "C", "C", "C", "C", "C", "C", "C", "O", "C", "P", "C", "O", "H", "H", "H", "H", "H", "H", "H", "H", "H", "H", "H", "H", "H", "H", "H", "H", "H", "H", "H", "H", "H", "H", "H", "H", "H", "H", "H", "H", "H", "H", "H", "H", "C", "Cl", "Cl", "Cl", "Cl", "C", "Cl", "Cl", "Cl", "Cl", "C", "Cl", "Cl", "Cl", "Cl", "C", "Cl", "Cl", "Cl", "Cl"],
  "coordinates": [[1.149321, -4.084726, 1.988510], [2.070617, -3.157011, 1.415700], [3.387276, -1.507283, 0.469420], [3.377797, -0.235569, 2.363868], [2.073821, -0.442301, 3.336042], [0.779681, 0.150239, 2.786330], [4.532151, 0.173381, -0.556913], [3.619443, 1.228228, -1.413190], [2.396403, 1.936748, -0.588773], [1.013386, 1.766200, -1.476166], [-0.304877, 1.564250, -0.485462], [-1.033407, 0.100562, -0.696917], [-2.563799, 0.232380, -1.303791], [-2.763998, -1.068796, -2.313131], [-2.004646, -0.764034, -3.565398], [-2.544926, -1.644391, -4.623100], [3.639178, -3.103907, -1.559367], [3.948126, -4.846030, -0.744256], [5.086066, -2.748576, -2.462496], [0.094120, -4.538588, 2.312958], [1.859080, -0.783617, -0.175931], [4.925188, -2.295323, 1.116787], [4.341585, -0.518532, 3.009083], [3.487610, 0.934500, 2.166307], [2.304093, 0.174413, 4.330045], [1.932886, -1.562571, 3.701110], [1.033689, 1.116360, 2.484823], [0.448224, -0.444080, 1.990116], [5.247269, 0.699881, 0.236298], [5.261917, -0.352451, -1.341900], [4.347915, 2.109875, -1.754408], [3.245102, 0.741717, -2.436149], [2.605392, 3.105903, -0.486541], [2.224319, 1.544321, 0.498929], [1.076606, 0.912519, -2.293367], [0.840647, 2.782093, -2.050222], [-1.116534, 2.402064, -0.692484], [0.022321, 1.698099, 0.636971], [-1.114230, -0.487755, 0.329545], [-0.397063, -0.536256, -1.449089], [-2.660464, 1.209733, -1.972060], [-3.392656, 0.182399, -0.472312], [-3.904044, -1.261339, -2.548505], [-2.295644, -2.033532, -1.822502], [-3.645152, -1.277443, -4.836447], [-2.542597, -2.758629, -4.261828], [-1.902719, -1.564817, -5.605359], [4.615232, -5.540861, -1.445796], [4.640197, -4.622558, 0.201915], [2.958195, -5.377197, -0.416010], [5.857036, -2.976946, -1.847082], [-5.490657, -1.120345, 1.707896], [-5.422805, -2.502059, 0.584924], [-6.259300, -1.630934, 3.232015], [-3.838061, -0.543466, 2.040360], [-6.442516, 0.195012, 0.974236], [-1.768408, -0.708326, 5.483886], [-0.629359, -0.606094, 6.850239], [-3.274156, -1.493250, 6.023393], [-2.133136, 0.931640, 4.890692], [-1.036927, -1.665654, 4.171287], [-6.848081, 3.242688, -2.125212], [-6.780230, 1.860974, -3.248184], [-7.616725, 2.732100, -0.601094], [-5.195486, 3.819567, -1.792749], [-7.799941, 4.558044, -2.858873], [0.856144, 5.739877, -0.202140], [0.293254, 4.372604, 0.792105], [1.608749, 6.967229, 0.847453], [2.051881, 5.159013, -1.388395], [-0.529370, 6.460635, -1.059645]],
  "forces_ev_per_a": [[4.1, 6.2, -3.7], [-7.0, -6.7, 4.0], [-0.1, 1.5, 0.2], [1.0, 0.3, 2.0], [0.7, 0.5, 1.3], [1.5, -0.4, 0.0], [0.7, 0.1, -1.2], [1.1, 1.0, -0.1], [-0.4, 0.4, -0.9], [-0.6, 0.9, 0.6], [-0.4, -0.3, -0.2], [-0.4, 0.2, 0.2], [0.6, -1.0, -1.0], [0.2, 0.8, 0.6], [-2.0, -1.8, 0.2], [-0.1, 0.2, -0.1], [1.2, -0.9, 0.3], [1.7, -0.6, 0.5], [0.6, -1.3, 2.1], [3.0, 1.1, -0.8], [-0.7, 0.0, -0.1], [0.2, -0.3, 0.1], [-2.0, 0.7, -1.1], [-0.3, -2.4, 0.2], [-0.5, -1.2, -1.9], [0.2, 2.4, -1.1], [-0.4, -1.3, -0.1], [0.7, 1.1, 0.6], [-1.6, -0.9, -1.6], [-1.4, 1.1, 1.6], [-1.5, -1.7, 0.5], [0.7, 0.9, 2.5], [-0.3, -3.0, -0.1], [0.5, 0.4, -2.2], [-0.1, 1.7, 2.0], [0.4, -2.1, 0.9], [1.7, -1.7, 0.4], [-0.6, -0.4, -2.3], [0.3, 1.1, -2.1], [-1.2, 1.2, 1.6], [0.1, -2.1, 1.5], [1.7, 0.3, -1.7], [2.2, 0.4, 0.3], [-1.0, 1.8, -0.9], [2.0, -1.0, 0.2], [-0.1, 2.0, -0.7], [-1.2, 0.0, 2.1], [-1.7, 1.4, 1.2], [-1.7, -0.7, -1.8], [2.0, 1.1, -0.7], [-1.4, 0.6, -1.2], [0.2, 0.0, 0.1], [0.0, 0.3, 0.2], [0.2, 0.1, -0.3], [-0.5, -0.2, 0.0], [0.3, -0.4, 0.1], [0.3, -0.1, -0.4], [-0.3, 0.0, -0.3], [0.2, 0.2, 0.0], [0.1, -0.3, 0.2], [-0.5, 0.0, 0.7], [0.2, 0.0, 0.0], [0.0, 0.3, 0.3], [0.1, 0.3, -0.4], [-0.5, -0.2, -0.1], [0.2, -0.3, 0.2], [0.1, -0.2, 0.1], [0.2, 0.7, -0.3], [-0.1, -0.2, -0.2], [-0.4, 0.8, 0.1], [0.3, -0.1, 0.2]],
  "lowdin_charge": [-0.113, -0.341, 1.174, -0.417, -0.397, -0.101, -0.426, -0.309, -0.279, -0.215, -0.242, -0.204, -0.168, -0.227, -0.268, -0.137, 0.576, -0.444, -0.523, 0.017, -0.086, -0.127, 0.037, 0.044, 0.101, 0.077, 0.043, 0.017, 0.055, 0.035, 0.095, 0.106, 0.012, 0.054, 0.109, 0.069, 0.082, 0.048, 0.095, 0.100, 0.117, 0.051, 0.115, 0.137, 0.094, 0.098, 0.101, 0.033, 0.008, 0.021, 0.045, -1.990, 0.516, 0.506, 0.525, 0.478, -1.998, 0.506, 0.486, 0.492, 0.532, -2.008, 0.509, 0.482, 0.516, 0.504, -1.968, 0.591, 0.507, 0.572, 0.505]
}

***

Entry 4:
{
  "formula": "C4H5N3O",
  "method": "ωB97M-V with the def2-TZVPD basis set",
  "de_lowest_kcal_mol": 108.0,
  "multiplicity": 1,
  "gap_ev": 8.3,
  "charge": 0,
  "e_tot_ev": -10742.933,
  "e_lumo_ev": 0.2,
  "elements": ["N", "C", "C", "N", "N", "C", "C", "O", "H", "H", "H", "H", "H"],
  "coordinates": [[-0.148282, 0.525438, 2.121653], [0.191943, 0.243074, 0.886027], [1.223393, 0.838802, 0.330629], [1.117827, 0.802058, -1.106319], [0.576110, -0.073189, -1.872404], [-0.438426, -0.743711, -1.432931], [-0.741017, -0.687079, 0.006248], [-1.824248, -1.138199, 0.654192], [0.714574, 0.581240, 2.535727], [-1.043569, -0.003794, 2.653724], [1.718629, 1.934742, 0.398017], [1.851609, 1.461914, -1.554323], [-0.882212, -1.555177, -2.007023]],
  "forces_ev_per_a": [[-5.2, -1.9, 3.1], [-3.5, -2.6, -2.2], [1.2, 4.2, -5.1], [4.2, 1.7, 0.0], [-0.4, 0.9, -1.6], [-0.1, -1.7, 3.1], [-3.7, 0.2, 3.4], [5.0, 1.7, -3.1], [1.7, 0.5, 2.9], [3.6, 1.5, -2.4], [-1.0, -2.9, 1.5], [-1.7, -2.1, 0.5], [0.0, 0.6, -0.2]],
  "nbo_charge": [-0.786, 0.105, -0.149, -0.306, -0.159, -0.129, 0.410, -0.641, 0.381, 0.445, 0.226, 0.385, 0.220]
}